(1)
# CH2S

An isolated molecule of CH2S in a non-equilibrium geometry (the ωB97M-V functional and the def2-TZVPD basis, the OMol25 dataset).

Last column: Mulliken charge in e.
Cartesian coordinates (Å):
S (1.14, -0.18, -0.96)  -0.195
C (-0.05, 0.06, 0.03)  -0.284
H (-1.02, -0.55, 0.07)  0.209
H (-0.06, 0.67, 0.86)  0.270

Output
relative energy (zero: lowest compared OMol25 entry of this formula, charge and spin)	4.8	kcal per mole
maximum force	3.99	eV/Å
E_LUMO	-0.31	eV
structure (SMILES)	C=S

(2)
# C32H53N4RuSSi4Te

A structure of composition C32H53N4RuSSi4Te (the ωB97M-V functional and the def2-TZVPD basis, the OMol25 dataset).

Last column: Mulliken charge in e.
Cartesian coordinates (Å):
Te (-2.60, -0.38, -0.68)  -0.026
Ru (-0.19, 0.27, 0.19)  -0.155
S (1.48, -0.75, -2.93)  0.088
Si (3.09, 1.98, -0.39)  0.088
Si (-4.88, -2.78, -0.79)  0.249
Si (-2.49, 1.20, -3.68)  0.210
Si (1.43, 1.39, 2.42)  0.608
N (1.12, -1.11, -1.38)  0.759
N (0.15, -1.74, 1.02)  1.374
N (2.66, -2.95, -1.30)  0.294
N (-0.81, 2.22, 0.26)  0.977
C (0.42, 2.79, 0.27)  -1.434
C (0.55, 4.17, 0.07)  -0.685
C (1.67, -2.18, -0.73)  -0.524
C (1.72, -3.53, 1.38)  -0.886
C (4.15, 3.25, 0.52)  -1.268
C (-5.40, -2.13, -2.48)  -0.940
C (-2.25, -0.48, -2.79)  -0.487
C (3.15, -2.86, -2.57)  -0.281
C (-1.85, 4.33, 0.03)  -1.071
C (-0.89, 2.15, -3.37)  -0.319
C (1.09, -3.87, 2.54)  -0.935
C (3.11, -1.85, -4.78)  -0.779
C (1.20, -2.49, 0.56)  0.107
C (4.62, -3.65, -4.29)  -0.573
C (-5.11, -4.64, -0.64)  -1.067
C (-5.80, -1.82, 0.55)  -1.010
C (2.65, -1.90, -3.47)  1.156
C (4.02, 0.33, -0.40)  -0.881
C (-0.35, 1.12, 3.09)  -0.722
C (-2.99, -2.47, -0.50)  -0.773
C (4.16, -3.73, -3.00)  -0.955
C (-2.71, 0.81, -5.51)  -1.141
C (-1.92, 2.96, 0.15)  -0.846
C (2.80, 2.60, -2.15)  -0.881
C (2.58, -0.04, 2.81)  -0.790
C (-0.60, 4.94, -0.02)  -0.701
C (-0.06, -3.17, 2.93)  -1.229
C (2.00, 2.97, 3.27)  -1.213
C (4.09, -2.72, -5.19)  -0.746
C (-4.01, 2.09, -3.00)  -1.014
C (-0.47, -2.11, 2.15)  -0.459
C (1.43, 1.77, 0.53)  2.373
H (-1.34, -1.53, 2.43)  0.567
H (5.04, 3.46, -0.07)  0.404
H (-1.23, -0.85, -2.91)  -0.167
H (-0.32, 1.70, -2.56)  -0.536
H (-2.76, 4.91, -0.02)  0.543
H (-0.52, 6.01, -0.11)  0.531
H (2.37, -0.45, 3.80)  0.448
H (-4.79, -5.00, 0.34)  0.338
H (4.47, 2.86, 1.49)  0.305
H (2.20, 3.52, -2.16)  0.346
H (-4.86, 1.93, -3.67)  0.359
H (-2.92, -1.24, -3.18)  0.518
H (-1.84, 0.29, -5.92)  0.332
H (-6.44, -2.41, -2.67)  0.434
H (2.62, -4.06, 1.10)  0.455
H (4.45, -2.68, -6.21)  0.437
H (-0.61, -3.43, 3.82)  0.510
H (3.76, 2.83, -2.61)  0.524
H (-1.07, 3.20, -3.13)  0.442
H (-6.17, -4.89, -0.75)  0.344
H (3.62, 0.31, 2.82)  0.370
H (4.46, 0.13, -1.38)  0.440
H (3.04, -3.70, -0.73)  0.019
H (3.63, 4.19, 0.70)  0.362
H (-3.85, 3.17, -2.94)  0.392
H (1.48, -4.66, 3.16)  0.487
H (5.41, -4.32, -4.62)  0.432
H (2.52, -0.86, 2.09)  0.061
H (-1.04, 0.60, 2.41)  -0.078
H (-4.30, 1.73, -2.01)  0.258
H (-2.35, -2.99, -1.21)  0.540
H (4.84, 0.36, 0.32)  0.471
H (3.38, -0.50, -0.12)  0.124
H (1.83, 2.89, 4.35)  0.408
H (3.06, 3.15, 3.12)  0.341
H (2.69, -1.12, -5.47)  0.517
H (4.56, -4.46, -2.31)  0.485
H (-5.34, -1.04, -2.53)  0.213
H (-2.87, 2.44, 0.17)  0.588
H (-2.86, 1.72, -6.08)  0.354
H (-4.81, -2.56, -3.30)  0.350
H (1.53, 4.62, 0.04)  0.421
H (-5.51, -0.77, 0.55)  0.298
H (-0.26, 2.13, -4.26)  0.501
H (1.45, 3.84, 2.92)  0.344
H (2.30, 1.87, -2.77)  0.103
H (-0.80, 2.08, 3.31)  0.375
H (-2.73, -2.79, 0.51)  0.340
H (-5.61, -2.23, 1.54)  0.327
H (-3.58, 0.17, -5.67)  0.331
H (-6.87, -1.87, 0.37)  0.379
H (-0.31, 0.54, 4.01)  0.489
H (-4.56, -5.18, -1.40)  0.331

Output
relative energy (zero: lowest compared OMol25 entry of this formula, charge and spin)	7.1	kcal per mole
maximum force	0.75	eV/Å
charge	+2
E_LUMO (spin up / spin down)	-5.09 / -7.41	eV
multiplicity	6

(3)
# C4H6N2O

An isolated molecule of C4H6N2O in a non-equilibrium geometry (the ωB97M-V functional and the def2-TZVPD basis, the OMol25 dataset).

Last column: Mulliken charge in e.
Cartesian coordinates (Å):
O (-1.21, -1.31, -0.66)  -0.448
N (-0.94, -0.41, 0.27)  0.068
N (-0.65, 1.87, 0.00)  -0.605
C (2.61, 0.17, -0.54)  -0.057
C (0.48, -0.55, 0.94)  -0.930
C (1.54, -0.29, -0.05)  -0.097
C (-1.36, 0.85, -0.10)  0.022
H (3.66, 0.19, -0.94)  0.385
H (0.66, -1.60, 1.49)  0.287
H (0.65, 0.12, 1.78)  0.352
H (0.18, 1.61, 0.54)  0.288
H (-1.72, -2.06, -0.08)  0.380
H (-2.18, 0.89, -0.84)  0.355

Output
relative energy (zero: lowest compared OMol25 entry of this formula, charge and spin)	145.1	kcal per mole
maximum force	6.05	eV/Å
E_LUMO	0.50	eV
structure (SMILES)	[H]/N=C\N(O)CC#C

(4)
# C2H4N4

An isolated molecule of C2H4N4 (the ωB97M-V functional and the def2-TZVPD basis, the OMol25 dataset).

Last column: Mulliken charge in e.
Cartesian coordinates (Å):
N (0.65, 0.77, 0.71)  -0.730
N (-0.14, -0.07, 0.06)  0.894
N (1.77, -0.79, -0.41)  -0.335
N (0.50, -1.00, -0.61)  -0.471
C (-1.59, 0.00, 0.11)  -0.612
C (1.84, 0.29, 0.40)  0.006
H (2.76, 0.73, 0.75)  0.429
H (-1.96, -0.59, 0.95)  0.280
H (-1.87, 1.04, 0.22)  0.266
H (-1.98, -0.40, -0.83)  0.273

Output
relative energy (zero: lowest compared OMol25 entry of this formula, charge and spin)	30.7	kcal per mole
maximum force	0.26	eV/Å
E_LUMO	0.99	eV
structure (SMILES)	Cn1ncnn1